(1)
8
Properties=species:S:1:pos:R:3 method="wB97M-V/def2-TZVPD" e_above_lowest_kj_mol=458.6 total_energy_ha=-187.94366 charge=0 homo_lumo_gap_ev=9.4537
C -2.01995 0.26239 -0.06710
C -1.03109 -0.44289 -0.04200
N 1.18237 0.24822 -0.11736
N 0.30934 -0.81075 -0.06431
H -2.87993 0.86006 -0.35280
H 0.52528 1.04712 -0.18682
H 1.71590 0.17740 -1.02540
H 0.40423 -1.62183 0.99243

=====

(2)
8
Properties=species:S:1:pos:R:3 method="wB97M-V/def2-TZVPD" e_above_lowest_kj_mol=389.4 total_energy_ha=-187.97000 charge=0 homo_lumo_gap_ev="7.9052 / 7.9079"
C 0.75735 0.76246 0.16143
C -0.33694 -0.18930 0.09499
N -0.25989 2.99097 1.99992
N -0.01837 1.96627 1.60617
H 1.76491 0.32773 0.45736
H -0.07001 -1.05498 -0.55787
H -1.18092 0.35523 -0.30853
H -0.52245 -0.36580 1.09251

=====

(3)
8
Properties=species:S:1:pos:R:3 method="wB97M-V/def2-TZVPD" e_above_lowest_kj_mol=794.3 total_energy_ha=-187.81580 charge=0 homo_lumo_gap_ev="7.7696 / 8.3355"
C 0.83359 0.64007 -0.12710
C -0.30985 0.42569 0.54819
N 0.60985 -0.66692 -0.77879
N -0.64010 -0.71731 -0.06683
H 1.61204 1.32009 -0.50579
H -1.88687 1.05032 2.22703
H 0.65451 -0.56352 -1.82441
H -0.87319 -1.48841 0.52770

=====

(4)
8
Properties=species:S:1:pos:R:3 method="wB97M-V/def2-TZVPD" e_above_lowest_kj_mol=141.0 total_energy_ha=-188.06462 charge=0 smiles=CNC#N homo_lumo_gap_ev=10.1928
C -0.85826 -0.28696 -0.06574
N 0.30330 0.54124 -0.02676
C 1.52660 0.18546 -0.11331
N 2.52687 -0.32831 -0.21586
H -0.71198 -1.22266 -0.77387
H -1.06697 -0.54948 1.00653
H -1.71076 0.35341 -0.46978
H -0.00880 1.30730 0.65879